[1]
Entry from the OMol25 dataset: 3 unconnected molecules or ions with the total composition C5H12O3 in a non-equilibrium geometry (the ωB97M-V functional and the def2-TZVPD basis).

Geometry (Å):
1 C -3.01 0.80 -3.31
2 C -1.56 0.71 -2.79
3 C -1.21 0.57 -1.39
4 C 0.00 0.73 -0.70
5 C -0.07 0.46 0.74
6 O 0.76 1.39 1.54
7 H -2.92 1.01 -4.38
8 H -3.58 1.60 -2.84
9 H -3.53 -0.16 -3.25
10 H -0.75 0.84 -3.49
11 H -1.89 0.09 -0.72
12 H 0.85 1.04 -1.25
13 H -1.03 0.46 1.11
14 H 0.47 -0.51 0.89
15 H 1.32 0.85 2.23
16 H 2.44 -0.76 3.41
17 O 1.96 -0.64 2.58
18 H 2.57 -3.34 2.71
19 H 2.12 -2.06 2.08
20 O 2.17 -3.10 1.89

Calculated values
F_max (eV/Å): 5.8
E_tot (eV): -11516.4049
Lowest unoccupied orbital energy (hartree): -0.133
Multiplicity: 1

***

[2]
Entry from the OMol25 dataset: a molecular structure, C5H12O3 in a non-equilibrium geometry (the ωB97M-V functional and the def2-TZVPD basis).

Geometry (Å):
1 C -3.56 -0.14 0.29
2 C -2.22 0.01 0.38
3 C -1.31 -0.34 -0.64
4 C 0.09 -0.11 -0.48
5 O 0.89 -1.04 -1.14
6 C 0.47 1.34 -0.86
7 H -4.13 0.17 1.14
8 H -4.05 -0.50 -0.61
9 H -1.83 0.19 1.39
10 H -1.67 -0.74 -1.59
11 H 1.71 -1.15 -0.58
12 H 0.56 1.43 -1.94
13 H -0.30 2.04 -0.52
14 H 1.48 1.38 -0.45
15 H 0.34 -0.23 0.60
16 H 2.18 0.46 2.31
17 O 1.94 0.52 1.38
18 H 3.84 -1.54 0.19
19 H 2.66 -0.36 0.79
20 O 2.91 -1.38 0.34

Calculated values
F_max (eV/Å): 2.1
E_tot (eV): -11517.1724
Lowest unoccupied orbital energy (hartree): -0.111
Multiplicity: 1

***

[3]
Entry from the OMol25 dataset: 3 unconnected molecules or ions with the total composition C5H12O3 in a non-equilibrium geometry (the ωB97M-V functional and the def2-TZVPD basis).

Geometry (Å):
1 C -0.65 -1.74 -1.84
2 C -0.77 -0.91 -0.81
3 C 0.23 -0.17 -0.04
4 C -0.13 0.86 0.76
5 C 0.81 1.65 1.60
6 O -1.45 1.21 0.75
7 H -1.53 -1.91 -2.44
8 H 0.27 -2.15 -2.25
9 H -1.80 -0.66 -0.58
10 H 1.26 -0.49 -0.08
11 H 1.27 2.44 1.00
12 H 1.60 1.04 2.03
13 H 0.40 2.12 2.49
14 H -1.76 1.73 1.47
15 O 0.90 -2.97 1.85
16 H -0.03 -2.74 1.91
17 H 1.29 -2.30 1.27
18 O 0.17 1.82 -2.68
19 H -0.74 1.85 -2.37
20 H 0.66 1.32 -2.02

Calculated values
F_max (eV/Å): 1.2
SMILES string: C=C/C=C(/C)O.O.O
E_tot (eV): -11520.6955
Lowest unoccupied orbital energy (hartree): 0.014
Multiplicity: 1

***

[4]
Entry from the OMol25 dataset: 2 unconnected molecules or ions with the total composition C5H12O3P in a non-equilibrium geometry (the ωB97M-V functional and the def2-TZVPD basis).

Geometry (Å):
1 C -2.12 2.13 -1.31
2 C -1.29 1.15 -1.54
3 C -0.89 -0.67 2.38
4 C 0.01 -1.79 -1.80
5 C 2.91 0.50 1.10
6 O -0.90 0.40 1.25
7 O -0.65 -1.13 -0.73
8 O 2.41 0.84 -0.09
9 P -0.31 0.32 -0.20
10 H -2.79 2.40 -2.19
11 H -2.53 2.54 -0.38
12 H -0.92 0.70 -2.41
13 H -1.99 -0.94 2.65
14 H -0.40 -0.24 3.19
15 H -0.44 -1.62 2.04
16 H 0.40 -1.07 -2.48
17 H -0.71 -2.45 -2.22
18 H 0.92 -2.40 -1.46
19 H 2.52 -0.50 1.30
20 H 2.78 1.28 1.91
21 H 3.99 0.56 1.00

Calculated values
F_max (eV/Å): 3.5
E_tot (eV): -20798.5033
Lowest unoccupied orbital energy (spin up / spin down) (hartree): -0.252 / -0.250
Multiplicity: 1
Total charge: +1

***

[5]
Entry from the OMol25 dataset: 2 unconnected molecules or ions with the total composition C5H12O3S in a non-equilibrium geometry (the ωB97M-V functional and the def2-TZVPD basis).

Geometry (Å):
1 C 0.90 -0.88 -0.83
2 C 1.79 -1.67 1.44
3 C 2.28 1.60 -0.02
4 C -3.71 0.91 -0.81
5 C 1.60 -0.73 0.32
6 O -1.50 0.63 0.16
7 O -2.57 -1.54 -0.66
8 O 2.35 0.36 0.72
9 S -2.85 -0.38 0.16
10 H 1.10 -0.34 -1.64
11 H 0.25 -1.80 -1.02
12 H -0.66 0.10 0.49
13 H 1.79 -1.12 2.48
14 H 1.10 -2.55 1.32
15 H 2.84 -2.11 1.45
16 H 1.45 1.78 -0.64
17 H 3.12 1.69 -0.72
18 H 2.30 2.36 0.72
19 H -3.11 1.25 -1.67
20 H -4.62 0.71 -1.25
21 H -3.84 1.74 -0.01

Calculated values
F_max (eV/Å): 4.8
E_tot (eV): -22354.4226
Lowest unoccupied orbital energy (hartree): 0.030
Multiplicity: 1

***

[6]
Entry from the OMol25 dataset: a single C5H12O4 molecule in a non-equilibrium geometry (the ωB97M-V functional and the def2-TZVPD basis).

Geometry (Å):
1 C -1.44 -0.29 1.31
2 C -0.39 -0.79 0.34
3 C -1.21 -1.74 -0.82
4 C 0.28 0.23 -0.51
5 O 1.21 -0.28 -1.42
6 O -0.54 1.13 -1.16
7 C 1.21 1.15 0.73
8 O 1.37 2.42 0.07
9 O 2.48 0.59 1.00
10 H -0.97 0.17 2.18
11 H -2.07 -1.11 1.66
12 H -2.08 0.47 0.86
13 H 0.33 -1.47 0.80
14 H -1.97 -1.15 -1.34
15 H -1.72 -2.53 -0.26
16 H -0.53 -2.21 -1.54
17 H 0.74 -0.39 -2.26
18 H -0.21 2.03 -0.88
19 H 0.76 1.39 1.69
20 H 2.02 2.32 -0.65
21 H 2.73 0.07 0.22

Calculated values
F_max (eV/Å): 5.2
SMILES string: CC(C)C(O)(O)C(O)O
E_tot (eV): -13568.6343
Lowest unoccupied orbital energy (hartree): 0.024
Multiplicity: 1

***

[7]
Entry from the OMol25 dataset: a single C5H12O4S3 molecule in a non-equilibrium geometry (the ωB97M-V functional and the def2-TZVPD basis).

Geometry (Å):
1 C 2.20 -0.96 -1.75
2 S 0.39 -1.03 -1.60
3 C 0.13 0.11 -0.25
4 C 0.41 1.56 -0.55
5 S 1.07 -0.47 1.22
6 C 0.25 0.08 2.74
7 O 1.13 -1.89 1.18
8 O 2.33 0.24 1.16
9 S -1.82 0.02 0.23
10 C -2.70 -0.28 -1.33
11 O -2.17 1.31 0.76
12 O -2.02 -1.11 1.09
13 H 2.44 -0.82 -2.80
14 H 2.62 -1.89 -1.38
15 H 2.57 -0.14 -1.15
16 H -0.29 2.18 0.02
17 H 0.28 1.78 -1.61
18 H 1.42 1.82 -0.25
19 H 0.56 -0.61 3.52
20 H 0.58 1.08 2.95
21 H -0.82 0.03 2.61
22 H -3.74 -0.41 -1.08
23 H -2.54 0.58 -1.97
24 H -2.28 -1.18 -1.77

Calculated values
F_max (eV/Å): 2.1
SMILES string: CSC(C)(S(C)(=O)=O)S(C)(=O)=O
E_tot (eV): -46073.5845
Lowest unoccupied orbital energy (hartree): 0.013
Multiplicity: 1

***

[8]
Entry from the OMol25 dataset: 2 unconnected molecules or ions with the total composition C5H12O9P2 (the ωB97M-V functional and the def2-TZVPD basis).

Geometry (Å):
1 C 1.78 -0.40 1.59
2 C 1.97 -0.95 0.19
3 O 1.68 -0.01 -0.86
4 O 0.23 0.11 -0.81
5 P -0.27 1.49 -1.46
6 O -1.72 1.50 -1.46
7 O 0.51 1.63 -2.82
8 O 0.36 2.67 -0.59
9 P 1.89 3.10 -0.24
10 O 2.86 3.17 -1.33
11 H 1.39 -1.18 2.24
12 H 1.05 0.41 1.61
13 H 2.72 -0.03 2.01
14 H 1.36 -1.83 0.01
15 H 3.02 -1.20 -0.01
16 H 0.89 0.81 -3.15
17 H 2.19 2.20 0.79
18 H 1.58 4.30 0.40
19 O -0.93 -2.03 2.61
20 C -1.58 -1.86 1.63
21 O -1.14 -2.10 0.38
22 C -2.22 -1.91 -0.54
23 C -3.15 -1.01 0.25
24 O -2.83 -1.37 1.60
25 H -1.84 -1.47 -1.46
26 H -2.66 -2.89 -0.76
27 H -2.92 0.05 0.10
28 H -4.20 -1.19 0.06

Calculated values
F_max (eV/Å): 0.4
SMILES string: CCOO[P@](=O)(O)O[PH2]=O.O=C1OCCO1
E_tot (eV): -42386.1866
Lowest unoccupied orbital energy (hartree): 0.018
Multiplicity: 1

***

Q: E_tot of number 7 (C5H12O4S3)?
A: -46073.5845 eV

***

Repeat the fifth record exactly.
Entry from the OMol25 dataset: 2 unconnected molecules or ions with the total composition C5H12O3S in a non-equilibrium geometry (the ωB97M-V functional and the def2-TZVPD basis).

Geometry (Å):
1 C 0.90 -0.88 -0.83
2 C 1.79 -1.67 1.44
3 C 2.28 1.60 -0.02
4 C -3.71 0.91 -0.81
5 C 1.60 -0.73 0.32
6 O -1.50 0.63 0.16
7 O -2.57 -1.54 -0.66
8 O 2.35 0.36 0.72
9 S -2.85 -0.38 0.16
10 H 1.10 -0.34 -1.64
11 H 0.25 -1.80 -1.02
12 H -0.66 0.10 0.49
13 H 1.79 -1.12 2.48
14 H 1.10 -2.55 1.32
15 H 2.84 -2.11 1.45
16 H 1.45 1.78 -0.64
17 H 3.12 1.69 -0.72
18 H 2.30 2.36 0.72
19 H -3.11 1.25 -1.67
20 H -4.62 0.71 -1.25
21 H -3.84 1.74 -0.01

Calculated values
F_max (eV/Å): 4.8
E_tot (eV): -22354.4226
Lowest unoccupied orbital energy (hartree): 0.030
Multiplicity: 1